Formula: C46H48MoN2P2Si2
Source: the OMol25 dataset
Level of theory: the ωB97M-V functional and the def2-TZVPD basis

The orbital gap (spin up / spin down) comes out at 6.04 / 5.78 eV. As for the charge: +2. For the total energy, the calculation gives -3220.62473 hartree. For the LUMO energy (spin up / spin down), the calculation gives -6.87 / -6.69 eV. Its multiplicity is 1. As for the energy above the lowest of the compared OMol25 structures with the same formula, charge and spin: 0.535 eV.

Geometry (Å):
Mo: -0.5810 -0.2844 -0.0682
C: -0.4124 -5.1021 0.4514
Si: -0.6590 -3.6379 -0.6349
C: -2.4245 -3.3859 -1.1206
C: 0.4675 -3.6648 -2.0944
N: -0.2411 -2.1330 0.3248
P: 0.8689 -1.8813 1.5693
C: 1.0471 -0.2045 1.3492
P: 0.2117 1.0602 2.1296
N: -0.9063 1.3313 0.8895
Si: -1.7626 2.8770 0.3731
C: -0.6577 3.7735 -0.8128
C: -2.0979 3.8507 1.9016
C: -3.3189 2.2792 -0.4290
C: -0.6304 0.7405 3.6615
C: 0.1196 0.6319 4.8341
C: -0.5113 0.3681 6.0376
C: -1.8919 0.2174 6.0756
C: -2.6400 0.3175 4.9104
C: -2.0123 0.5737 3.7015
C: 1.2303 2.5133 2.3040
C: 1.0657 3.4307 3.3408
C: 1.8603 4.5667 3.3903
C: 2.8024 4.7968 2.3998
C: 2.9604 3.8925 1.3559
C: 2.1825 2.7505 1.3088
C: 0.2424 -2.4245 3.1398
C: -1.0950 -2.7805 3.2955
C: -1.5677 -3.1610 4.5422
C: -0.7081 -3.1837 5.6308
C: 0.6253 -2.8199 5.4826
C: 1.1023 -2.4386 4.2404
C: 2.3592 -2.7815 1.1710
C: 3.1530 -2.2827 0.1348
C: 4.2919 -2.9636 -0.2541
C: 4.6509 -4.1412 0.3925
C: 3.8698 -4.6395 1.4231
C: 2.7212 -3.9643 1.8119
H: -0.8819 -5.9547 -0.0434
H: 0.6443 -5.3355 0.5797
H: -0.8739 -5.0010 1.4349
H: -2.7162 -4.0789 -1.9078
H: -3.1016 -3.5363 -0.2799
H: -2.5925 -2.3754 -1.5171
H: 0.1539 -4.4281 -2.8063
H: 0.4616 -2.6980 -2.6014
H: 1.4923 -3.8835 -1.7928
H: 0.2606 3.2138 -1.0042
H: -1.1539 3.9373 -1.7678
H: -0.3701 4.7460 -0.4139
H: -1.2284 4.4256 2.2213
H: -2.8966 4.5550 1.6585
H: -2.4473 3.2442 2.7367
H: -3.1396 1.4357 -1.1081
H: -4.0592 1.9690 0.3108
H: -3.7644 3.0724 -1.0278
H: 1.1965 0.7505 4.8113
H: 0.0703 0.2866 6.9440
H: -2.3840 0.0242 7.0176
H: -3.7127 0.1968 4.9459
H: -2.6062 0.6411 2.7935
H: 0.3156 3.2730 4.1050
H: 1.7424 5.2692 4.2024
H: 3.4199 5.6827 2.4418
H: 3.7011 4.0731 0.5904
H: 2.3288 2.0257 0.5153
H: -1.7736 -2.7523 2.4492
H: -2.6035 -3.4423 4.6634
H: -1.0769 -3.4908 6.5989
H: 1.2900 -2.8391 6.3333
H: 2.1427 -2.1545 4.1347
H: 2.8899 -1.3484 -0.3529
H: 4.9068 -2.5729 -1.0521
H: 5.5461 -4.6679 0.0929
H: 4.1516 -5.5527 1.9261
H: 2.1086 -4.3752 2.6037
C: -0.4062 0.0843 -1.9540
C: -0.3667 0.4762 -3.1534
C: -0.3332 0.9345 -4.4139
C: 0.0750 0.1320 -5.5396
C: 0.4665 -1.2044 -5.3558
C: 0.8528 -1.9684 -6.4336
C: 0.8545 -1.4025 -7.7080
C: 0.4681 -0.0840 -7.9014
C: 0.0743 0.6857 -6.8228
C: -0.7782 2.3450 -4.5673
C: 0.1687 3.3434 -4.7633
C: -0.2508 4.6576 -4.9015
C: -1.6047 4.9633 -4.8721
C: -2.5453 3.9588 -4.6919
C: -2.1352 2.6443 -4.5237
H: 0.4601 -1.6323 -4.3612
H: 1.1499 -2.9967 -6.2961
H: 1.1558 -1.9999 -8.5561
H: 0.4685 0.3408 -8.8942
H: -0.2420 1.7103 -6.9702
H: 1.2211 3.0987 -4.7999
H: 0.4792 5.4398 -5.0443
H: -1.9258 5.9871 -4.9993
H: -3.5992 4.1986 -4.6860
H: -2.8619 1.8565 -4.3858

Atom charges from the Mulliken analysis, given in e for atoms 1 to 99: number 1, Mo, carries 0.16; number 2, C, carries -0.94; number 3, Si, carries -0.15; number 4, C, carries -1.01; number 5, C, carries -0.03; number 6, N, carries 0.12; number 7, P, carries 2.48; number 8, C, carries -2.35; number 9, P, carries 2.20; number 10, N, carries 0.05; number 11, Si, carries 0.05; number 12, C, carries -0.61; number 13, C, carries -1.00; number 14, C, carries -1.05; number 15, C, carries 0.68; number 16, C, carries -0.22; number 17, C, carries -0.96; number 18, C, carries -0.64; number 19, C, carries -0.85; number 20, C, carries -0.51; number 21, C, carries 0.70; number 22, C, carries -0.49; number 23, C, carries -0.75; number 24, C, carries -0.59; number 25, C, carries -0.78; number 26, C, carries -0.61; number 27, C, carries 0.67; number 28, C, carries -0.35; number 29, C, carries -0.95; number 30, C, carries -0.63; number 31, C, carries -1.00; number 32, C, carries -0.27; number 33, C, carries 0.77; number 34, C, carries -0.80; number 35, C, carries -0.69; number 36, C, carries -0.60; number 37, C, carries -0.77; number 38, C, carries -0.45; number 39, H, carries 0.48; number 40, H, carries 0.28; number 41, H, carries 0.31; number 42, H, carries 0.39; number 43, H, carries 0.31; number 44, H, carries 0.29; number 45, H, carries 0.49; number 46, H, carries -0.74; number 47, H, carries 0.34; number 48, H, carries 0.19; number 49, H, carries 0.02; number 50, H, carries 0.48; number 51, H, carries 0.31; number 52, H, carries 0.51; number 53, H, carries 0.28; number 54, H, carries 0.26; number 55, H, carries 0.30; number 56, H, carries 0.37; number 57, H, carries 0.59; number 58, H, carries 0.50; number 59, H, carries 0.47; number 60, H, carries 0.48; number 61, H, carries 0.44; number 62, H, carries 0.50; number 63, H, carries 0.46; number 64, H, carries 0.43; number 65, H, carries 0.48; number 66, H, carries 0.36; number 67, H, carries 0.48; number 68, H, carries 0.46; number 69, H, carries 0.47; number 70, H, carries 0.51; number 71, H, carries 0.60; number 72, H, carries 0.26; number 73, H, carries 0.47; number 74, H, carries 0.43; number 75, H, carries 0.46; number 76, H, carries 0.51; number 77, C, carries -0.93; number 78, C, carries -0.02; number 79, C, carries 0.34; number 80, C, carries 0.42; number 81, C, carries 0.02; number 82, C, carries -0.60; number 83, C, carries -0.46; number 84, C, carries -0.89; number 85, C, carries -0.31; number 86, C, carries 0.31; number 87, C, carries -0.11; number 88, C, carries -0.86; number 89, C, carries -0.42; number 90, C, carries -0.86; number 91, C, carries 0.00; number 92, H, carries 0.20; number 93, H, carries 0.46; number 94, H, carries 0.42; number 95, H, carries 0.43; number 96, H, carries 0.46; number 97, H, carries 0.53; number 98, H, carries 0.45; number 99, H, carries 0.43

***

Formula: C46H49Cl5F6N2O4PRbS2
Source: the OMol25 dataset
Level of theory: the ωB97M-V functional and the def2-TZVPD basis

The orbital gap comes out at 6.76 eV. As for the charge: -2. For the total energy, the calculation gives -6254.74579 hartree. For the LUMO energy, the calculation gives 3.54 eV. Its multiplicity is 1. As for the energy above the lowest of the compared OMol25 structures with the same formula, charge and spin: 0.520 eV.

Geometry (Å):
Rb: 1.2161 -0.4409 0.8849
C: -1.7690 2.3727 4.2813
C: -1.8753 0.8818 3.9849
C: -2.9589 0.2492 4.8669
C: -2.1535 0.5735 2.5271
C: -2.1035 -0.7421 2.0709
C: -2.4054 -1.0865 0.7604
C: -2.5453 -2.5871 0.5213
C: -3.9962 -3.0173 0.7667
C: -2.0307 -3.1537 -0.7919
C: -2.7333 -0.0657 -0.1665
C: -2.8873 1.2488 0.2992
C: -2.5458 1.5384 1.6265
C: -3.4694 2.4824 -0.4032
C: -4.7678 2.8761 0.3155
C: -3.7579 2.4941 -1.9019
C: -3.0393 -0.4220 -1.5942
C: -4.3833 -0.6603 -1.8854
C: -4.8222 -0.9614 -3.1621
C: -3.9015 -0.9997 -4.1961
C: -2.5635 -0.7674 -3.9209
C: -2.0859 -0.5045 -2.6346
P: -0.2466 -0.3980 -2.3300
C: 0.1935 1.3574 -2.8925
C: -0.5183 1.8492 -4.1549
C: -0.1919 2.2407 -1.6968
C: 1.7093 1.5303 -3.0627
C: 0.5527 -1.6072 -3.5766
C: 0.6120 -1.2267 -5.0636
C: 1.9968 -1.7668 -3.0695
C: -0.0914 -2.9984 -3.4904
H: -1.4732 2.5226 5.3223
H: -2.7310 2.8727 4.1358
H: -1.0398 2.8664 3.6395
H: -0.9231 0.4106 4.2352
H: -3.9346 0.6865 4.6350
H: -2.7469 0.4301 5.9236
H: -3.0281 -0.8283 4.7143
H: -1.8344 -1.5360 2.7619
H: -1.9444 -3.0502 1.3069
H: -4.6625 -2.6011 0.0078
H: -4.3438 -2.6844 1.7464
H: -4.0784 -4.1070 0.7211
H: -2.7125 -2.9880 -1.6277
H: -1.8791 -4.2319 -0.6877
H: -1.0692 -2.7101 -1.0308
H: -2.5683 2.5796 1.9222
H: -2.7414 3.2754 -0.1941
H: -5.5008 2.0655 0.2465
H: -5.1946 3.7671 -0.1506
H: -4.6017 3.0991 1.3685
H: -4.6532 1.9255 -2.1522
H: -2.9451 2.1068 -2.5062
H: -3.9304 3.5318 -2.1995
H: -5.0969 -0.5823 -1.0734
H: -5.8741 -1.1429 -3.3483
H: -4.2155 -1.2098 -5.2117
H: -1.8617 -0.7958 -4.7406
H: -1.6022 1.8374 -4.0620
H: -0.2560 1.2584 -5.0340
H: -0.2133 2.8832 -4.3466
H: -1.2154 2.0893 -1.3622
H: -0.0800 3.2970 -1.9616
H: 0.4652 2.0496 -0.8474
H: 2.1001 1.0676 -3.9663
H: 2.2660 1.1509 -2.2019
H: 1.9108 2.6044 -3.1365
H: 0.9995 -0.2297 -5.2376
H: -0.3522 -1.3113 -5.5669
H: 1.2874 -1.9290 -5.5646
H: 2.5943 -0.8618 -3.1682
H: 2.4807 -2.5645 -3.6441
H: 2.0249 -2.0448 -2.0152
H: -1.1618 -2.9959 -3.6940
H: 0.0754 -3.4531 -2.5165
H: 0.3951 -3.6406 -4.2326
Cl: -2.8088 6.1629 0.3522
C: -1.1137 5.7883 0.8051
C: -0.7979 4.4945 1.1285
C: 0.5210 4.2987 1.4567
Cl: 1.0634 2.6491 1.8849
C: 1.4953 5.2935 1.4785
Cl: 3.1432 4.9707 1.9013
C: 1.1112 6.5918 1.1425
Cl: 2.2770 7.8746 1.1518
C: -0.2147 6.8499 0.7981
Cl: -0.6861 8.4713 0.3771
F: 3.8579 -0.2821 3.0198
C: 3.4883 -0.9581 4.0989
F: 3.4394 -0.1198 5.1379
F: 4.3953 -1.8985 4.3592
S: 1.8142 -1.6990 3.8746
O: 0.9845 -0.6231 3.3851
O: 1.4858 -2.3095 5.1257
N: 2.2028 -2.6983 2.6976
S: 1.0685 -3.4978 1.9488
O: 0.8799 -3.0556 0.5918
O: -0.1025 -3.7484 2.7423
C: 1.9083 -5.1259 1.7648
F: 3.0514 -5.0077 1.0912
F: 1.1051 -5.9591 1.0921
F: 2.1699 -5.6689 2.9532
N: 10.2011 -3.2312 2.7702
C: 9.2695 -2.7497 2.2925
C: 8.1119 -2.1485 1.6981
C: 8.2420 -0.9996 0.9151
C: 7.1298 -0.4260 0.3347
C: 5.8479 -0.9788 0.5080
C: 5.7377 -2.1322 1.3092
C: 6.8459 -2.7074 1.8935
C: 4.6980 -0.4035 -0.0931
C: 3.6648 0.0596 -0.5861
H: 9.2213 -0.5609 0.7702
H: 7.2270 0.4673 -0.2675
H: 4.7554 -2.5591 1.4686
H: 6.7383 -3.5916 2.5089

Atom charges from the Mulliken analysis, given in e for atoms 1 to 99: number 1, Rb, carries 1.40; number 2, C, carries -1.65; number 3, C, carries 1.12; number 4, C, carries -1.59; number 5, C, carries 0.90; number 6, C, carries -0.61; number 7, C, carries 0.15; number 8, C, carries 0.98; number 9, C, carries -1.63; number 10, C, carries -1.21; number 11, C, carries 0.96; number 12, C, carries -0.14; number 13, C, carries -0.53; number 14, C, carries 1.62; number 15, C, carries -1.64; number 16, C, carries -2.32; number 17, C, carries -0.03; number 18, C, carries 0.04; number 19, C, carries -1.50; number 20, C, carries -0.74; number 21, C, carries -0.37; number 22, C, carries 0.82; number 23, P, carries 0.92; number 24, C, carries 3.01; number 25, C, carries -2.02; number 26, C, carries -1.27; number 27, C, carries -2.08; number 28, C, carries 2.09; number 29, C, carries -1.96; number 30, C, carries -1.89; number 31, C, carries -1.55; number 32, H, carries 0.50; number 33, H, carries 0.31; number 34, H, carries 0.06; number 35, H, carries -0.37; number 36, H, carries 0.30; number 37, H, carries 0.45; number 38, H, carries 0.34; number 39, H, carries 0.31; number 40, H, carries -0.05; number 41, H, carries 0.26; number 42, H, carries 0.32; number 43, H, carries 0.46; number 44, H, carries 0.29; number 45, H, carries 0.60; number 46, H, carries -0.52; number 47, H, carries 0.17; number 48, H, carries -0.60; number 49, H, carries 0.35; number 50, H, carries 0.47; number 51, H, carries 0.32; number 52, H, carries 0.37; number 53, H, carries 0.39; number 54, H, carries 0.52; number 55, H, carries 0.62; number 56, H, carries 0.35; number 57, H, carries 0.38; number 58, H, carries 0.08; number 59, H, carries 0.33; number 60, H, carries 0.26; number 61, H, carries 0.55; number 62, H, carries -0.62; number 63, H, carries 0.83; number 64, H, carries -0.14; number 65, H, carries 0.39; number 66, H, carries 0.26; number 67, H, carries 0.54; number 68, H, carries 0.20; number 69, H, carries 0.34; number 70, H, carries 0.56; number 71, H, carries 0.31; number 72, H, carries 0.54; number 73, H, carries 0.23; number 74, H, carries 0.25; number 75, H, carries 0.12; number 76, H, carries 0.63; number 77, Cl, carries -0.26; number 78, C, carries 0.84; number 79, C, carries -0.55; number 80, C, carries 0.25; number 81, Cl, carries 0.04; number 82, C, carries -0.71; number 83, Cl, carries -0.23; number 84, C, carries 0.59; number 85, Cl, carries -0.24; number 86, C, carries -0.42; number 87, Cl, carries -0.23; number 88, F, carries -0.11; number 89, C, carries 0.59; number 90, F, carries -0.22; number 91, F, carries -0.22; number 92, S, carries 0.71; number 93, O, carries -0.58; number 94, O, carries -0.71; number 95, N, carries -0.49; number 96, S, carries 1.44; number 97, O, carries -0.81; number 98, O, carries -0.74; number 99, C, carries 0.25